This record from the OMol25 dataset describes one molecule with the formula C5H11NO3 in a non-equilibrium geometry. The level of theory is wB97M-V/def2-TZVPD.

For the energy above the lowest of the compared OMol25 structures with the same formula, charge and spin, the calculation gives 138.0 kcal per mole. For the HOMO energy, the calculation gives -11.0491 eV. The SMILES is CC(C)(C)CO[N+](=O)[O-]. The value obtained for the frontier orbital gap is 11.755 eV.

Last column: Mulliken charge in e.
Element x y z (Å)
C -1.719 1.092 -0.303  -1.851
H -2.087 0.818 -1.237  0.477
H -1.102 -0.804 1.914  0.355
C -0.914 -1.206 -0.664  -1.417
H 0.545 -0.389 1.716  0.468
N 2.917 -0.620 -0.113  1.066
H -0.446 0.820 2.152  0.434
O 3.039 0.047 0.848  -0.521
H 1.060 1.617 0.007  0.376
H 0.425 0.963 -1.555  0.354
H -1.107 -0.847 -1.767  0.331
C -0.592 0.132 0.018  1.893
H 0.003 -1.836 -0.705  0.320
O 1.753 -0.343 -0.840  -0.264
O 3.694 -1.434 -0.487  -0.591
H -2.567 0.947 0.360  0.435
C 0.724 0.665 -0.473  -0.896
H -1.776 -1.703 -0.184  0.389
C -0.407 -0.017 1.532  -1.796
H -1.445 2.101 -0.219  0.439